Record 1
Computed, not measured: C18H37BCdF6N9O12S6 as an isolated structure at a distorted geometry, with the ωB97M-V functional and the def2-TZVPD basis.

Element x y z (Å)
1 Cd -1.813 -0.987 1.336
2 B 0.128 -0.561 0.485
3 H 0.972 -0.461 -0.180
4 H -0.140 -1.601 0.588
5 H 0.329 -0.178 1.473
6 H -0.725 -0.117 -0.006
7 C 1.602 -3.743 -3.284
8 C 1.459 -5.027 -2.353
9 N 2.233 -4.756 -1.178
10 C 3.585 -4.886 -1.026
11 C 3.969 -4.228 0.115
12 N 2.882 -3.830 0.793
13 C 1.857 -4.060 -0.052
14 C 2.910 -2.921 1.937
15 H 0.954 -3.902 -4.147
16 H 2.675 -3.683 -3.463
17 H 1.163 -2.850 -2.840
18 H 1.916 -5.918 -2.783
19 H 0.441 -5.248 -2.034
20 H 4.212 -5.395 -1.744
21 H 4.947 -4.155 0.568
22 H 0.912 -3.578 0.147
23 H 2.267 -2.101 1.618
24 H 3.896 -2.497 2.126
25 H 2.639 -3.494 2.824
26 C 1.389 5.797 1.669
27 C 1.870 4.369 1.877
28 N 2.693 3.773 0.826
29 C 2.639 2.425 0.445
30 C 3.636 2.220 -0.508
31 N 4.247 3.418 -0.745
32 C 3.682 4.367 0.095
33 C 5.167 3.633 -1.813
34 H 2.092 6.630 1.681
35 H 0.776 6.091 2.520
36 H 0.935 5.905 0.684
37 H 0.974 3.761 2.008
38 H 2.472 4.309 2.784
39 H 2.073 1.649 0.939
40 H 4.010 1.296 -0.924
41 H 3.969 5.408 0.101
42 H 6.146 3.199 -1.611
43 H 5.317 4.693 -2.022
44 H 4.529 3.331 -2.644
45 C 0.469 0.519 -3.067
46 C 0.373 1.844 -2.209
47 N -1.004 2.276 -2.147
48 C -1.499 3.537 -2.397
49 C -2.792 3.589 -2.517
50 N -3.229 2.319 -2.155
51 C -2.148 1.532 -1.970
52 C -4.696 1.911 -2.305
53 H 0.591 0.681 -4.137
54 H -0.242 -0.297 -2.936
55 H 1.390 0.058 -2.710
56 H 0.983 2.662 -2.594
57 H 0.836 1.797 -1.223
58 H -0.740 4.282 -2.584
59 H -3.451 4.395 -2.807
60 H -2.204 0.509 -1.628
61 H -4.694 1.342 -3.234
62 H -5.240 2.823 -2.550
63 H -5.122 1.412 -1.434
64 N -2.254 0.611 2.331
65 S -1.451 1.911 2.498
66 O -0.301 1.827 3.403
67 O -2.126 3.180 2.368
68 F -0.780 1.953 0.981
69 S -3.097 0.860 3.828
70 O -4.223 1.827 3.810
71 O -2.405 0.803 5.109
72 F -3.890 -0.497 3.781
73 N -3.193 -1.449 0.076
74 S -4.781 -1.300 -0.057
75 O -5.552 -2.217 0.789
76 O -5.391 -0.947 -1.351
77 F -4.848 -0.001 0.789
78 S -3.085 -2.311 -1.384
79 O -2.711 -1.552 -2.512
80 O -3.951 -3.513 -1.584
81 F -1.734 -3.135 -1.118
82 N -1.561 -2.477 2.565
83 S -0.804 -2.754 3.886
84 O 0.398 -3.622 3.771
85 O -1.530 -2.765 5.144
86 F -0.154 -1.286 4.065
87 S -2.712 -3.776 2.937
88 O -3.906 -3.571 3.710
89 O -2.135 -5.102 3.104
90 F -3.296 -3.988 1.384

Its relative energy (zero: lowest compared OMol25 entry of this formula, charge and spin) is 191.93 kcal per mole. For the gap between HOMO and LUMO, the calculation gives 0.32223 hartree. The net charge is +1. Its multiplicity is 1.

Record 2
Computed, not measured: a 4-piece molecular cluster, C18H37BCl6IN4O2 overall at a distorted geometry, with the ωB97M-V functional and the def2-TZVPD basis.

Element x y z (Å)
1 C 4.589 0.209 1.273
2 C 3.059 -0.126 1.267
3 C 2.620 -0.888 -0.026
4 C 2.582 -2.423 0.176
5 C 1.230 -2.982 0.605
6 C 1.458 -4.447 1.087
7 C 2.326 -4.552 2.341
8 O 1.939 -4.348 3.395
9 I 4.412 -5.154 2.164
10 C 0.460 -2.233 1.714
11 N -0.518 -1.383 0.942
12 B -1.793 -1.355 1.710
13 O -2.951 -1.880 1.163
14 N -1.748 -0.725 3.011
15 C -1.145 0.636 2.754
16 C -3.115 -0.458 3.529
17 C -0.552 -1.889 -0.327
18 N -1.090 -1.380 -1.368
19 C -1.823 -0.103 -1.313
20 N 0.168 -3.083 -0.397
21 H 4.695 1.196 1.724
22 H 4.995 0.155 0.261
23 H 5.101 -0.523 1.898
24 H 2.891 -0.749 2.155
25 H 2.460 0.784 1.375
26 H 3.346 -0.615 -0.799
27 H 1.660 -0.459 -0.347
28 H 3.384 -2.665 0.880
29 H 2.894 -2.881 -0.772
30 H 1.865 -5.104 0.312
31 H 0.477 -4.855 1.372
32 H 1.024 -1.515 2.318
33 H 0.042 -2.907 2.472
34 H -3.269 -2.657 1.646
35 H -1.359 0.977 1.730
36 H -1.609 1.384 3.400
37 H -0.062 0.632 2.899
38 H -3.726 -1.356 3.625
39 H -3.600 0.300 2.896
40 H -3.038 0.010 4.517
41 H -1.007 -1.870 -2.251
42 H -1.421 0.505 -0.497
43 H -1.802 0.416 -2.266
44 H -2.863 -0.336 -1.044
45 H -0.383 -3.932 -0.422
46 Cl -5.211 -0.062 -1.768
47 C -5.266 1.454 -2.715
48 C -4.991 1.228 -4.181
49 Cl -3.299 0.755 -4.494
50 H -4.554 2.150 -2.276
51 H -6.266 1.866 -2.590
52 H -5.165 2.152 -4.733
53 H -5.636 0.455 -4.593
54 Cl -3.238 2.330 -8.014
55 C -3.651 4.052 -8.212
56 C -3.499 4.823 -6.925
57 Cl -4.721 4.351 -5.713
58 H -4.667 4.112 -8.595
59 H -2.976 4.457 -8.965
60 H -3.633 5.887 -7.113
61 H -2.515 4.676 -6.485
62 Cl 6.712 0.709 3.667
63 C 6.669 2.087 4.797
64 C 5.445 2.945 4.598
65 Cl 5.481 3.823 3.047
66 H 7.585 2.659 4.664
67 H 6.668 1.673 5.805
68 H 5.390 3.695 5.386
69 H 4.534 2.350 4.626

Its relative energy (zero: lowest compared OMol25 entry of this formula, charge and spin) is 16.66 kcal per mole. For the gap between HOMO and LUMO, the calculation gives 0.34529 hartree. The net charge is +1. Its multiplicity is 1.

Record 3
Computed, not measured: C18H37Br2O16Zr as an isolated structure at a distorted geometry, with the ωB97M-V functional and the def2-TZVPD basis.

Element x y z (Å)
1 Zr 21.725 9.652 -26.670
2 C 19.505 7.006 -26.408
3 O 20.611 7.796 -26.712
4 H 19.315 6.895 -25.335
5 H 18.595 7.494 -26.784
6 H 19.595 6.021 -26.875
7 Br 15.718 12.012 -26.300
8 C 14.790 10.302 -26.259
9 C 15.802 9.218 -25.902
10 Br 15.289 7.405 -26.422
11 H 14.441 10.130 -27.275
12 H 13.912 10.280 -25.620
13 H 16.096 9.293 -24.857
14 H 16.689 9.407 -26.507
15 C 23.104 6.026 -24.929
16 O 23.085 6.721 -23.676
17 C 22.620 7.921 -23.605
18 O 22.164 8.572 -24.574
19 O 22.772 8.363 -22.392
20 C 21.909 9.417 -21.940
21 H 23.990 6.309 -25.502
22 H 22.205 6.196 -25.516
23 H 23.236 4.967 -24.725
24 H 20.945 9.058 -21.585
25 H 21.786 10.201 -22.689
26 H 22.375 9.943 -21.110
27 C 18.817 12.828 -27.556
28 O 18.327 11.888 -28.533
29 C 18.837 10.707 -28.537
30 O 19.840 10.253 -27.962
31 O 18.058 9.974 -29.302
32 C 18.307 8.566 -29.525
33 H 18.689 12.413 -26.552
34 H 18.164 13.694 -27.569
35 H 19.864 13.119 -27.633
36 H 17.898 8.340 -30.502
37 H 17.867 8.022 -28.693
38 H 19.384 8.388 -29.529
39 C 23.303 9.449 -32.259
40 O 22.403 9.527 -31.144
41 C 22.384 8.663 -30.182
42 O 21.785 8.909 -29.124
43 O 22.869 7.494 -30.535
44 C 22.821 6.399 -29.607
45 H 23.235 10.371 -32.829
46 H 23.066 8.616 -32.918
47 H 24.330 9.377 -31.901
48 H 21.980 6.537 -28.922
49 H 23.736 6.396 -29.017
50 H 22.615 5.487 -30.155
51 C 17.515 3.485 -26.005
52 O 16.371 2.652 -25.934
53 C 15.613 2.539 -26.987
54 O 15.841 3.115 -28.043
55 O 14.636 1.703 -26.766
56 C 13.734 1.461 -27.853
57 H 18.072 3.487 -25.075
58 H 17.324 4.504 -26.346
59 H 18.114 3.036 -26.801
60 H 12.995 0.743 -27.506
61 H 14.222 0.984 -28.702
62 H 13.214 2.352 -28.193
63 C 17.931 7.349 -22.324
64 O 17.470 8.589 -21.841
65 C 16.547 8.518 -20.877
66 O 15.978 7.507 -20.574
67 O 16.350 9.719 -20.388
68 C 15.550 9.830 -19.228
69 H 18.821 7.460 -22.943
70 H 17.202 6.834 -22.957
71 H 18.119 6.633 -21.523
72 H 15.189 10.852 -19.112
73 H 16.100 9.627 -18.309
74 H 14.642 9.228 -19.226

For the gap between HOMO and LUMO, the calculation gives 0.06403 hartree. The net charge is +3. Its multiplicity is 1.